Formula: C2H6N4O
Source: OMol25
Level of theory: wB97M-V/def2-TZVPD

```
13
Properties=species:S:1:pos:R:3
C 0.44553 -1.05416 -0.17794
C -1.96643 0.47866 -0.34472
H 2.94613 0.71556 -0.35139
H 2.29675 0.29902 1.03161
H 0.04913 -1.94446 -0.33570
H -1.21596 -0.99135 0.91788
H -0.12646 1.52724 0.09754
H -2.25132 1.46148 -0.80449
N 1.99091 0.62001 -0.04260
N 1.56806 -0.71192 -0.57846
N -0.37325 -0.55535 0.67625
N -0.73682 0.65305 0.11992
O -2.62626 -0.49778 -0.20790
```

Values from the calculation:
SMILES: N/N=C\NNC=O
ΔE to the lowest compared entry with this formula, charge and spin, eV: 5.008
Kohn-Sham gap, eV: 10.09

Results of the Löwdin charge analysis, in e, for atoms 1 through 8: C -0.35; C -0.40; H 0.04; H 0.15; H 0.09; H 0.10; H 0.17; H 0.14

Formula: C42H90F2O24
Source: OMol25
Level of theory: wB97M-V/def2-TZVPD

```
158
Properties=species:S:1:pos:R:3
C 12.89038 11.56304 14.11626
C 12.78374 10.14868 14.76987
O 11.40184 10.06627 15.00697
C 10.85362 10.63124 13.94727
O 9.71759 10.41867 13.47680
O 11.69690 11.52496 13.34362
F 13.45966 10.15300 15.95015
H 13.82312 11.66804 13.56211
H 12.96844 12.46614 14.72158
H 13.25472 9.44629 14.08216
C 12.72180 15.45314 11.16199
C 13.18350 14.21038 11.96078
O 13.11064 14.66306 13.28915
C 12.91838 15.98966 13.30641
O 12.81652 16.67104 14.33526
O 13.06948 16.51869 12.04894
F 14.37664 13.80260 11.65242
H 11.63892 15.51944 11.05680
H 13.21936 15.51612 10.19423
H 12.50440 13.36884 11.82383
C 15.06702 14.36394 16.06769
O 15.45852 13.32112 15.17189
C 16.46992 13.61382 14.22038
C 17.82776 13.91718 14.84475
O 18.27084 12.94056 15.62484
C 19.61616 13.03494 16.12954
C 19.92822 11.96856 17.14993
O 19.91092 10.66540 16.69508
C 20.28489 9.67004 17.63887
H 13.98472 14.26250 16.14775
H 14.99798 15.38150 15.68313
H 15.49190 14.36378 17.07147
H 16.10293 14.42772 13.59508
H 16.64368 12.84140 13.47119
H 17.65534 14.76206 15.51149
H 18.52188 14.28426 14.08874
H 19.77986 14.03168 16.53915
H 20.19079 12.94712 15.20748
H 19.29334 12.03798 18.03323
H 20.95296 12.13300 17.48303
H 19.59514 9.55656 18.47521
H 21.32216 9.72360 17.96949
H 20.15052 8.74715 17.07468
C 21.00416 13.84536 20.41568
O 19.83488 14.68076 20.37408
C 18.58520 14.04890 20.42490
C 17.42636 14.90744 20.85392
O 17.17969 15.93900 19.87721
C 16.37738 17.09870 20.30325
C 16.17942 18.06300 19.07301
O 15.20854 17.54233 18.15251
C 14.88296 18.34752 17.01620
H 20.93995 13.03522 19.68929
H 21.02958 13.28258 21.34881
H 21.90716 14.43666 20.26374
H 18.70940 13.20714 21.10615
H 18.36973 13.54832 19.48093
H 17.53140 15.30342 21.86400
H 16.55672 14.26438 20.71865
H 16.79541 17.57799 21.18848
H 15.38076 16.88930 20.69185
H 17.09888 18.20980 18.50630
H 15.85472 19.06324 19.35970
H 14.66916 19.36910 17.33045
H 13.94778 17.99044 16.58489
H 15.68830 18.29128 16.28382
C 13.31068 13.62962 20.75097
O 12.46178 13.23920 19.70311
C 11.27314 12.53578 19.99313
C 10.33728 12.30770 18.79845
O 9.50660 13.42196 18.39078
C 10.27038 14.52824 17.74432
C 11.17982 14.18974 16.57433
O 10.56660 13.39572 15.57362
C 9.63626 14.09622 14.71430
H 14.13694 14.21462 20.34704
H 13.72288 12.82082 21.35433
H 12.87528 14.27192 21.51645
H 10.68964 13.10044 20.72030
H 11.41456 11.56022 20.45828
H 9.77301 11.38418 18.92807
H 10.90270 11.92980 17.94663
H 10.81176 15.03112 18.54564
H 9.46908 15.15910 17.35957
H 11.99704 13.54776 16.90312
H 11.60352 15.12098 16.19834
H 8.83766 14.63358 15.22574
H 9.12302 13.34736 14.11107
H 10.10338 14.78056 14.00607
C 13.00510 11.66484 9.21534
O 11.89906 12.30774 9.90923
C 10.63854 11.51826 9.95676
C 9.49140 12.28930 10.61151
O 9.27471 13.56288 9.99643
C 8.30606 14.39578 10.68528
C 8.26564 15.74798 10.03895
O 9.50632 16.43434 10.09532
C 9.63820 17.64906 9.33671
H 12.83206 11.41166 8.16936
H 13.37300 10.77228 9.72140
H 13.81854 12.38980 9.18647
H 10.77912 10.58026 10.49388
H 10.28496 11.19760 8.97684
H 9.79064 12.31978 11.65919
H 8.59470 11.67168 10.56073
H 8.59578 14.70182 11.69051
H 7.30238 13.97430 10.62970
H 7.58970 16.46202 10.50943
H 7.86762 15.59438 9.03591
H 8.84358 18.35900 9.56619
H 9.64982 17.39753 8.27619
H 10.56894 18.11686 9.65761
C 17.23400 11.06836 9.81206
O 17.82790 12.41882 9.70972
C 18.44156 12.98602 10.80941
C 19.21792 14.29090 10.52395
O 18.45842 15.43130 10.08007
C 17.45892 16.05164 10.84319
C 16.64434 17.03220 9.93465
O 15.59498 16.45840 9.15155
C 16.05976 15.79956 7.92328
H 16.31622 11.14632 10.39490
H 17.95462 10.44074 10.33639
H 16.86366 10.66980 8.86755
H 19.12010 12.21338 11.17098
H 17.75280 13.35850 11.56767
H 19.96780 14.01754 9.78162
H 19.75724 14.51908 11.44328
H 17.73732 16.59533 11.74596
H 16.78644 15.26836 11.19296
H 17.25856 17.57382 9.21528
H 16.20012 17.79128 10.57853
H 15.22344 15.50786 7.28800
H 16.75550 15.00862 8.20344
H 16.52746 16.60406 7.35570
C 15.33462 19.29785 13.24960
O 15.48192 20.41492 14.17532
C 14.24156 21.02412 14.27002
C 14.42406 22.12792 15.36501
O 13.13770 22.63670 15.54256
C 12.98334 23.55922 16.63380
C 13.66210 24.93774 16.46544
O 12.92660 25.90204 15.61810
C 12.69816 25.46824 14.26840
H 14.91520 19.50314 12.26468
H 14.61208 18.62414 13.71019
H 16.30036 18.83750 13.04104
H 13.40424 20.37048 14.51445
H 14.00310 21.42530 13.28499
H 15.27310 22.78144 15.16463
H 14.61126 21.60172 16.30105
H 13.15486 23.00504 17.55660
H 11.91180 23.69292 16.48544
H 14.68808 24.86926 16.10382
H 13.71646 25.30146 17.49153
H 12.20470 24.49764 14.21815
H 13.59540 25.40578 13.65265
H 12.05420 26.24146 13.84942
```

Values from the calculation:
SMILES: O=C1OC[C@@H](F)O1.O=C1OC[C@@H](F)O1.COCCOCCOC.COCCOCCOC.COCCOCCOC.COCCOCCOC.COCCOCCOC.COCCOCCOC
ΔE to the lowest compared entry with this formula, charge and spin, eV: 0.750
Kohn-Sham gap, eV: 9.82

Results of the Löwdin charge analysis, in e, for atoms 1 through 8: C -0.06; C -0.27; O 0.17; C -0.52; O 0.11; O 0.04; F 0.08; H 0.13

Formula: C3H5N2S
Source: OMol25
Level of theory: wB97M-V/def2-TZVPD

```
11
Properties=species:S:1:pos:R:3
C 0.24336 -1.35390 0.63986
C -0.65904 0.98874 0.09499
C 0.36615 0.43224 -0.87754
N -0.92836 0.15334 1.06899
N 0.82615 -0.83821 -0.35880
S -1.37612 2.46133 0.00842
H 0.38203 -2.18948 1.28982
H -0.10655 0.29342 -1.85858
H 1.20777 1.12336 -1.00649
H -1.61231 0.17402 1.80564
H 1.65692 -1.24486 -0.80632
```

Values from the calculation:
2S+1: 3
Total charge: +1
Kohn-Sham gap (alpha / beta), eV: 7.23 / 6.95

Results of the Löwdin charge analysis, in e, for atoms 1 through 8: C 0.12; C -0.80; C -0.13; N 0.11; N -0.01; S 1.00; H 0.10; H 0.15

Formula: C13H3Cl5NNiO4
Source: OMol25
Level of theory: wB97M-V/def2-TZVPD

```
27
Properties=species:S:1:pos:R:3
Ni 0.00864 -0.18137 -0.00037
Cl 3.29098 -2.04445 0.00000
C 3.20397 -0.31502 0.00001
C 1.95879 0.28968 -0.00013
C 1.97216 1.66687 -0.00011
Cl 0.34217 2.36662 -0.00028
C 3.09393 2.47529 0.00002
Cl 2.96484 4.19253 0.00003
C 4.32849 1.83073 0.00015
Cl 5.77497 2.76370 0.00032
C 4.38359 0.43456 0.00014
Cl 5.91822 -0.34979 0.00031
O -6.57786 -2.09871 0.00035
C -6.23628 -0.90371 0.00021
O -6.91460 0.14270 0.00030
C -4.70733 -0.67029 0.00007
C -4.19941 0.62561 -0.00002
C -2.83811 0.82533 -0.00015
N -1.97199 -0.19667 -0.00019
C -2.44416 -1.45578 -0.00010
C -3.79816 -1.72355 0.00003
C -1.37428 -2.52686 -0.00015
O -1.67480 -3.69876 -0.00006
O -0.14228 -2.06680 -0.00026
H -4.89901 1.45013 0.00000
H -2.41043 1.82072 -0.00023
H -4.15273 -2.74442 0.00010
```

Values from the calculation:
2S+1: 3
Total charge: -1
Kohn-Sham gap (alpha / beta), eV: 7.48 / 6.91

Results of the Löwdin charge analysis, in e, for atoms 1 through 8: Ni 0.71; Cl 0.69; C -0.70; C -0.25; C -0.67; Cl 0.70; C -0.71; Cl 0.67

Formula: C8H21NSi2
Source: OMol25
Level of theory: wB97M-V/def2-TZVPD

```
32
Properties=species:S:1:pos:R:3
C -1.81280 1.48188 -0.85183
C 0.12800 -1.19640 -2.14016
C -2.02446 -2.63557 -0.57227
C 0.99329 -2.41232 0.44624
C 1.51500 0.53916 2.46164
C 0.14291 3.15204 1.17185
C 1.72076 1.14946 -0.53527
C -0.86999 0.06916 0.58060
N -3.01376 1.47645 -0.66292
Si -0.50262 -1.50724 -0.35785
Si 0.65840 1.25229 0.98159
H -0.98600 1.62371 -1.54717
H 1.18650 -0.82124 -2.03465
H 0.17117 -2.16750 -2.78678
H -0.41683 -0.50198 -2.73222
H -2.43489 -2.53910 -1.63478
H -1.59525 -3.75236 -0.61998
H -2.73906 -2.51222 0.23055
H 1.21735 -3.27229 -0.11355
H 1.62450 -1.59979 0.35156
H 0.83632 -2.61394 1.43616
H 2.47508 1.12467 2.53886
H 1.07971 0.41562 3.37978
H 1.73000 -0.52725 2.10460
H 0.73195 3.83717 1.76377
H 0.10933 3.52850 0.18544
H -0.88659 3.18828 1.57081
H 1.87139 0.13215 -0.91385
H 1.69080 1.65400 -1.46453
H 2.71465 1.39415 -0.28020
H -1.76562 -0.13829 1.20660
H -3.54923 2.17880 -1.16200
```

Values from the calculation:
ΔE to the lowest compared entry with this formula, charge and spin, eV: 1.589
Kohn-Sham gap, eV: 8.75

Results of the Löwdin charge analysis, in e, for atoms 1 through 8: C -0.11; C -0.20; C -0.21; C -0.16; C -0.18; C -0.17; C -0.19; C -0.27

Formula: C34H72N6O8S8
Source: OMol25
Level of theory: wB97M-V/def2-TZVPD

```
128
Properties=species:S:1:pos:R:3
C -0.28254 3.33602 2.90729
S -1.71939 2.17986 3.22716
O -1.24804 0.75425 3.21831
C -2.26778 2.67422 4.89152
H 0.15140 3.20120 1.91653
H 0.40079 3.30868 3.75607
H -0.64214 4.36370 2.85549
H -2.50626 1.72013 5.36157
H -3.06298 3.41969 4.88395
H -1.42285 3.13846 5.40010
C 2.82516 -0.56593 3.79473
S 2.72993 -0.15030 5.58881
O 4.04036 0.57872 5.81452
C 1.38212 1.09913 5.52835
H 3.62986 -1.28136 3.62526
H 3.00933 0.36260 3.25434
H 1.88378 -1.00292 3.46164
H 0.46340 0.66968 5.12882
H 1.71349 1.99332 5.00043
H 1.14856 1.38757 6.55321
C -0.49408 5.40404 -1.97245
S -0.94434 6.38716 -0.43860
O 0.12810 5.96424 0.58297
C -0.45402 7.99836 -1.15239
H -1.11718 5.64102 -2.83482
H -0.67517 4.35568 -1.73534
H 0.57272 5.51136 -2.16870
H -0.82202 8.83282 -0.55544
H -0.93726 8.03450 -2.12875
H 0.59693 8.14992 -1.39860
C -4.85908 1.91764 0.21364
S -6.18712 1.94084 1.47358
O -6.24099 3.34004 2.09794
C -7.59419 1.89444 0.23848
H -4.96083 2.69016 -0.54858
H -5.09342 1.02802 -0.37097
H -3.87938 1.79186 0.67456
H -7.52447 2.66102 -0.53326
H -8.54479 1.89957 0.77181
H -7.57144 0.92130 -0.25201
C 1.97237 -4.18090 -3.42129
S 0.30591 -3.61451 -3.02286
O -0.47358 -4.90406 -2.87859
C -0.10896 -2.76118 -4.65697
H 2.54052 -3.26600 -3.58939
H 1.88714 -4.62565 -4.41277
H 2.52282 -4.61941 -2.58893
H -0.95821 -2.08116 -4.59019
H -0.13071 -3.40486 -5.53634
H 0.75189 -2.14586 -4.91851
C 0.54374 -8.65801 1.43447
S 0.95530 -7.02572 0.69442
O 2.33772 -7.02142 0.07946
C 1.10205 -5.96310 2.21411
H 1.05423 -9.42550 0.85270
H -0.53041 -8.77510 1.29098
H 0.99507 -8.70500 2.42553
H 0.18466 -5.83692 2.78907
H 1.70748 -5.11216 1.90193
H 1.69793 -6.49268 2.95746
C -0.27090 2.91528 -6.20199
S -0.58486 1.12295 -5.67937
O -0.26078 0.48863 -7.01144
C 0.98416 0.95038 -4.69767
H -0.63446 3.53978 -5.38595
H -0.82530 3.02002 -7.13461
H 0.78272 2.97719 -6.47430
H 0.85084 1.72996 -3.94762
H 1.96080 1.16705 -5.13047
H 1.15993 0.03597 -4.13103
C 4.02526 -0.84409 -1.47906
S 3.88581 -0.39515 -3.25226
O 4.73601 0.85001 -3.49577
C 5.10831 -1.62698 -3.86583
H 3.49455 -1.78030 -1.30602
H 3.48862 -0.15018 -0.83206
H 5.08598 -0.93059 -1.24349
H 5.24599 -1.40402 -4.92386
H 4.82480 -2.67922 -3.88855
H 5.99737 -1.57416 -3.23742
C -3.69899 1.41054 -3.89441
C -3.45005 2.80454 -4.30498
N -3.24269 3.84501 -4.67930
H -2.85622 1.03348 -3.31504
H -3.89007 0.80745 -4.78204
H -4.54652 1.22286 -3.23518
C 0.79036 0.29590 0.16455
C -0.10770 0.93884 -0.80257
N -0.78211 1.42804 -1.62383
H 0.22132 0.24673 1.09292
H 1.61534 1.00366 0.24588
H 1.04608 -0.68498 -0.23615
C 4.86244 -4.55297 0.10947
C 4.16824 -3.63802 1.00623
N 3.53626 -2.94552 1.70804
H 5.69345 -4.12491 -0.45115
H 4.07841 -4.94290 -0.53965
H 5.16332 -5.27354 0.86996
N 2.26967 4.12354 -0.13887
C 2.78017 3.42794 -1.20212
C 3.85686 2.68032 -0.81579
C 4.02498 2.86476 0.63471
C 3.06318 3.85548 0.98802
H 1.46250 4.72588 -0.21473
H 2.28536 3.62572 -2.14151
H 4.53044 2.10300 -1.43174
H 4.69785 2.26574 1.23038
H 2.91721 4.27472 1.97256
N -5.10604 -1.86802 1.19500
C -3.74786 -1.71248 0.94842
C -3.59128 -1.35440 -0.36385
C -4.83415 -1.39950 -0.96679
C -5.71663 -1.81146 -0.05962
H -5.53253 -1.97996 2.10367
H -3.18166 -1.77650 1.86587
H -2.64630 -1.09581 -0.81831
H -5.03256 -1.05039 -1.96936
H -6.77995 -1.98007 -0.14521
N -1.24586 -1.54240 4.69939
C -0.39181 -2.39984 4.07953
C 0.25706 -3.19200 5.01476
C -0.24019 -2.74320 6.24186
C -1.20084 -1.80746 6.05052
H -1.74343 -0.79051 4.24423
H -0.12331 -2.32438 3.03616
H 1.01466 -3.94518 4.85606
H 0.10515 -3.15235 7.17980
H -1.78758 -1.23960 6.75738
```

Values from the calculation:
ΔE to the lowest compared entry with this formula, charge and spin, eV: 0.000
Kohn-Sham gap, eV: 8.48

Results of the Löwdin charge analysis, in e, for atoms 1 through 8: C -0.21; S 0.84; O -0.59; C -0.23; H 0.03; H 0.03; H 0.05; H 0.05